Record 1
{"formula": "C44H54ClI2N9O3PRbS3Si", "method": "ωB97M-V/def2-TZVPD", "relative_energy_kcal_mol": 0.0, "lumo_ev": 3.4, "homo_energy_ev": -2.901, "charge": -2, "spin_multiplicity": 1, "homo_lumo_gap_ev": 6.26, "species": ["I", "I", "Rb", "Cl", "S", "S", "S", "P", "Si", "O", "O", "O", "N", "N", "N", "N", "N", "N", "N", "N", "N", "C", "C", "C", "C", "C", "C", "C", "C", "C", "C", "C", "C", "C", "C", "C", "C", "C", "C", "C", "C", "C", "C", "C", "C", "C", "C", "C", "C", "C", "C", "C", "C", "C", "C", "C", "C", "C", "C", "C", "C", "C", "C", "C", "C", "H", "H", "H", "H", "H", "H", "H", "H", "H", "H", "H", "H", "H", "H", "H", "H", "H", "H", "H", "H", "H", "H", "H", "H", "H", "H", "H", "H", "H", "H", "H", "H", "H", "H", "H", "H", "H", "H", "H", "H", "H", "H", "H", "H", "H", "H", "H", "H", "H", "H", "H", "H", "H", "H"], "xyz": [[-2.122063, -5.326460, -3.479473], [-3.761018, -2.949515, -1.629605], [-0.947056, -0.600747, -0.715572], [3.585995, -4.110223, 0.997026], [-4.973121, -3.360899, 1.656934], [-4.785965, -1.132309, -0.388534], [-2.233487, 1.151680, 2.786688], [0.461559, -1.514167, -4.343485], [2.314449, 0.511541, 2.305176], [0.797316, 1.796599, -0.640531], [1.079501, 0.124036, 1.389060], [0.036790, -0.741852, -3.151851], [-3.978933, 3.210443, 1.425397], [-0.719783, -1.598702, -5.493202], [-2.803242, 1.614569, -1.533644], [0.972679, -3.014906, -3.915026], [-6.627651, 1.505597, 1.145318], [-2.624829, 1.286143, 1.152134], [-0.267717, -3.307321, 0.527996], [-7.043970, -1.425546, 4.240130], [1.740376, -0.835438, -5.196137], [-6.056834, -0.877196, 1.926636], [1.203757, 3.006633, 3.088345], [6.148037, -0.758609, -0.153921], [1.041486, -3.201353, 0.767763], [1.165131, 4.361325, 3.387908], [-0.000846, -5.659549, 0.214993], [-4.207968, 4.622967, 3.366995], [6.332562, -0.267547, 1.131567], [-3.894115, 4.930811, 4.686986], [-5.222081, 2.430213, -2.600658], [3.493000, 4.534613, 2.835996], [2.314548, 5.131134, 3.261142], [2.418401, -1.852105, 3.861254], [3.931966, 0.051014, 1.394542], [-5.309324, -1.812603, 1.181800], [3.520937, 3.174422, 2.547831], [-0.513107, -1.866220, -6.898676], [3.051551, -0.990290, -4.579720], [-0.775422, -4.507285, 0.265376], [1.370766, -3.349881, -2.561940], [-2.521906, 2.968647, 4.799262], [1.878076, -4.304135, 0.727955], [-4.977085, 2.557089, -1.244178], [-3.049361, 1.495495, -2.832127], [3.778781, -0.426029, 0.088436], [0.439644, 3.120744, -0.347804], [-3.414037, 2.175936, 0.708456], [1.216427, -4.057652, -4.888236], [0.953566, -0.034481, 4.699147], [-4.242922, 1.894762, -3.417495], [1.527133, 0.523546, -5.677962], [1.358476, -5.558157, 0.449226], [2.380918, 2.379056, 2.665944], [-3.746898, 2.134304, -0.752823], [-6.365421, 0.426931, 1.477049], [-6.579434, -1.205616, 3.206214], [-3.043258, 4.109221, 5.403067], [5.238082, 0.135483, 1.886314], [-2.855975, 2.641284, 3.496679], [3.418807, 0.149711, 4.949720], [-2.103339, -1.746154, -5.059258], [4.865322, -0.826979, -0.677675], [-3.693256, 3.485787, 2.766771], [2.297087, -0.337124, 4.029030], [2.777573, -0.471746, -0.325325], [0.233018, 4.814276, 3.708014], [2.011700, -6.419652, 0.405458], [0.119056, -0.336574, 4.064640], [2.282083, 0.763267, -6.431556], [2.441186, -3.593998, -2.512929], [1.593748, 1.256865, -4.865718], [-0.859666, -2.870945, -7.168085], [-2.456602, -2.772005, -5.199901], [0.792427, -4.209612, -2.212623], [0.844243, 1.030266, 4.923696], [3.432873, 1.239609, 5.038747], [0.961668, 1.284373, 0.201082], [0.820716, -5.001527, -4.508004], [1.235979, 3.664564, 0.175949], [-6.182928, 2.722067, -3.005482], [-1.856222, 2.314829, 5.351090], [5.416630, 0.530741, 2.879295], [2.409180, -2.343587, 4.843633], [-4.314238, 5.817671, 5.143677], [-0.462818, -6.603602, -0.037281], [4.450390, 2.730416, 2.205596], [-2.254341, 1.047122, -3.421068], [-1.838974, -4.549550, 0.067594], [2.289612, -4.167646, -5.101803], [6.998735, -1.080375, -0.743757], [3.821430, -0.711046, -5.303348], [1.579613, -2.251633, 3.291619], [0.879368, -0.582059, 5.648060], [0.541055, -1.777202, -7.151747], [0.542301, 0.608038, -6.133867], [-0.468748, 3.179127, 0.267186], [-5.759049, 2.887973, -0.576264], [2.289281, 6.191490, 3.485727], [4.393004, 5.129128, 2.723457], [-1.080112, -1.147494, -7.503044], [3.279686, -0.264538, 5.957567], [0.236620, 3.634024, -1.291531], [3.167920, -0.357101, -3.690908], [-4.399812, 1.759518, -4.479239], [-4.789631, 3.652620, 1.030070], [-2.783444, 4.342346, 6.427237], [1.416530, -2.201748, 0.975895], [4.706676, -1.203009, -1.682384], [0.292690, 2.423744, 3.155176], [-4.860490, 5.270566, 2.792556], [-2.739010, -1.056776, -5.625952], [0.696296, -3.848063, -5.820159], [3.342650, -2.136338, 3.353556], [7.331980, -0.195931, 1.546521], [-2.190761, -1.510915, -4.001631], [4.399868, -0.179855, 4.604437], [3.211029, -2.027504, -4.289896], [1.186284, -2.507343, -1.902723]], "forces_ev_per_angstrom": [[0.0, 0.0, 0.1], [-0.1, 0.2, 0.1], [-0.1, 0.1, 0.7], [0.0, 0.0, 0.0], [0.0, 0.0, 0.1], [0.1, -0.1, -0.2], [0.0, 0.0, -0.1], [0.0, -0.1, 0.1], [0.0, -0.1, 0.0], [0.1, 0.0, 0.0], [0.0, 0.0, 0.0], [0.0, -0.1, -0.4], [-0.1, 0.0, 0.0], [0.1, 0.1, -0.1], [0.0, 0.0, -0.1], [0.0, 0.0, -0.1], [0.0, 0.0, 0.0], [0.1, 0.0, 0.0], [0.1, 0.0, 0.1], [0.0, 0.0, 0.0], [0.0, 0.0, -0.1], [0.0, 0.0, 0.1], [0.0, 0.1, 0.0], [0.0, 0.0, 0.0], [-0.1, 0.0, -0.1], [0.0, 0.0, 0.0], [0.0, 0.0, 0.0], [0.0, 0.0, 0.0], [0.0, 0.0, 0.0], [0.0, 0.0, 0.0], [0.0, 0.0, 0.0], [0.0, 0.0, 0.0], [0.0, 0.0, 0.0], [0.0, 0.0, 0.0], [0.0, 0.1, 0.0], [-0.1, 0.0, -0.2], [0.0, 0.0, 0.0], [0.0, 0.0, 0.0], [0.0, 0.0, 0.0], [0.0, 0.0, 0.0], [0.0, 0.0, 0.0], [0.0, 0.0, 0.0], [0.0, 0.0, 0.0], [0.1, 0.0, 0.0], [0.0, 0.0, 0.0], [0.0, 0.0, 0.0], [-0.1, 0.0, 0.1], [0.0, 0.0, 0.0], [0.0, 0.0, 0.0], [0.0, 0.0, 0.0], [0.0, -0.1, 0.0], [0.0, 0.0, 0.0], [0.0, 0.0, 0.0], [0.0, 0.0, 0.1], [0.0, -0.1, 0.0], [0.1, 0.1, -0.1], [0.0, -0.1, 0.0], [0.0, 0.0, 0.0], [0.0, 0.0, 0.0], [0.0, 0.0, 0.1], [0.0, 0.0, 0.0], [-0.1, 0.0, 0.0], [0.0, 0.0, 0.0], [0.0, 0.0, 0.0], [0.0, 0.0, 0.0], [0.0, 0.0, 0.0], [0.0, 0.0, 0.0], [0.0, 0.0, 0.0], [0.0, 0.0, 0.0], [0.0, 0.0, 0.0], [0.0, 0.0, 0.0], [0.0, 0.0, 0.0], [0.0, 0.0, 0.0], [0.0, 0.0, 0.0], [0.0, 0.0, 0.0], [0.0, 0.0, 0.0], [0.0, 0.0, 0.0], [-0.1, 0.0, 0.0], [0.0, 0.0, 0.0], [0.0, 0.0, 0.0], [0.0, 0.0, 0.0], [0.0, 0.0, 0.0], [0.0, 0.0, 0.0], [0.0, 0.0, 0.0], [0.0, 0.0, 0.0], [0.0, 0.0, 0.0], [0.0, 0.0, 0.0], [0.0, 0.0, 0.0], [0.0, 0.0, 0.0], [0.0, 0.0, 0.0], [0.0, 0.0, 0.0], [0.0, 0.0, 0.0], [0.0, 0.0, 0.0], [0.0, 0.0, 0.0], [0.0, 0.0, 0.0], [0.0, 0.0, 0.0], [0.0, 0.0, 0.0], [0.0, 0.0, 0.0], [0.0, 0.0, 0.0], [0.0, 0.0, 0.0], [0.0, 0.0, 0.0], [0.0, 0.0, 0.0], [0.0, 0.0, 0.0], [0.0, 0.0, 0.0], [0.0, 0.0, 0.0], [0.0, 0.0, 0.0], [0.0, 0.0, 0.0], [0.0, 0.0, 0.0], [0.0, 0.0, 0.0], [-0.1, 0.0, 0.0], [0.0, 0.0, 0.0], [0.0, 0.0, 0.0], [0.0, 0.0, 0.0], [0.0, 0.0, 0.0], [0.0, 0.0, 0.0], [0.0, 0.0, 0.0], [0.0, 0.0, 0.0], [0.0, 0.0, 0.0], [0.0, 0.0, 0.0]], "lowdin_charge": [-0.32, 0.40, 0.64, 0.68, 0.51, 0.28, 1.01, 0.51, 0.43, -0.23, -0.40, -0.44, 0.12, -0.29, 0.08, -0.30, 0.14, -0.24, 0.04, 0.11, -0.30, -0.42, -0.10, -0.11, -0.20, -0.09, -0.06, -0.03, -0.11, -0.11, -0.06, -0.11, -0.11, -0.10, -0.19, -1.19, -0.09, -0.14, -0.11, -0.17, -0.10, -0.11, -0.64, -0.04, -0.13, -0.09, -0.18, -0.39, -0.13, -0.10, -0.06, -0.12, -0.10, -0.20, -0.24, -0.27, -0.29, -0.11, -0.11, -0.44, -0.10, -0.13, -0.10, -0.24, -0.59, 0.09, 0.10, 0.10, 0.06, 0.08, 0.09, 0.09, 0.08, 0.02, 0.06, 0.06, 0.07, -0.02, 0.03, 0.07, 0.11, 0.11, 0.08, 0.08, 0.09, 0.10, 0.09, 0.10, 0.04, 0.08, 0.09, 0.08, 0.07, 0.08, 0.07, 0.07, 0.07, 0.07, 0.09, 0.09, 0.08, 0.08, 0.07, 0.09, 0.10, 0.11, 0.09, 0.08, 0.09, 0.06, 0.11, 0.08, 0.06, 0.06, 0.09, 0.02, 0.06, 0.06, 0.06]}


Record 2
{"formula": "C44H55Cl2GeN4O3P2S2SeY", "method": "ωB97M-V/def2-TZVPD", "relative_energy_kcal_mol": 109.8, "lumo_ev": 0.1, "homo_energy_ev": -6.710, "charge": 0, "spin_multiplicity": 1, "homo_lumo_gap_ev": 6.78, "species": ["Y", "Se", "Ge", "Cl", "Cl", "S", "S", "P", "P", "O", "O", "O", "N", "N", "N", "N", "C", "C", "C", "C", "C", "C", "C", "C", "C", "C", "C", "C", "C", "C", "C", "C", "C", "C", "C", "C", "C", "C", "C", "C", "C", "C", "C", "C", "C", "C", "C", "C", "C", "C", "C", "C", "C", "C", "C", "C", "C", "C", "C", "C", "H", "H", "H", "H", "H", "H", "H", "H", "H", "H", "H", "H", "H", "H", "H", "H", "H", "H", "H", "H", "H", "H", "H", "H", "H", "H", "H", "H", "H", "H", "H", "H", "H", "H", "H", "H", "H", "H", "H", "H", "H", "H", "H", "H", "H", "H", "H", "H", "H", "H", "H", "H", "H", "H", "H"], "xyz": [[-0.066782, 0.906439, 1.433465], [-2.579282, 2.405462, 0.416934], [-2.238435, 4.530567, -2.101911], [-0.938876, -3.292623, 3.488426], [-1.710767, 1.892411, 4.521404], [0.317369, -0.490467, 3.840156], [-4.654160, -1.373823, 0.085593], [2.675606, -4.410818, -0.523391], [2.724984, 0.396748, 1.398940], [0.762409, 2.643866, 0.104707], [2.541762, 3.343552, -1.249015], [-0.186568, -0.731465, -2.543784], [0.519793, 0.290716, -0.679153], [-4.771153, -0.297538, -2.459012], [-1.431396, -0.993412, 0.854421], [-5.386032, -2.510042, -2.200059], [0.873218, 3.433175, 1.432768], [4.323452, -3.155269, -2.378320], [3.423343, 4.038379, -0.222889], [-2.311240, 0.202911, 4.379924], [-0.265078, -0.505842, -1.325958], [3.828941, 2.798235, 0.581260], [-1.384504, 2.934690, -2.812573], [3.690172, 0.897942, 2.930553], [3.675473, -1.725351, -4.211454], [0.212260, -5.443967, 0.072700], [1.083257, -5.199525, -1.001823], [0.724044, -5.594971, -2.315727], [3.563346, -1.038795, 0.569567], [-1.305031, -1.311846, -0.570370], [2.011147, -2.839729, -2.895691], [-4.957326, -1.381735, -1.655035], [-2.709554, 4.263360, -0.177599], [3.927623, 2.499720, 4.746833], [4.647311, 0.110874, 3.552482], [1.923222, 2.235885, -0.605266], [-1.457276, -0.785680, 4.018075], [-3.378229, -2.364652, 4.123467], [2.340851, -1.952904, -3.939203], [3.279341, -2.400285, 1.244049], [3.297127, 2.129950, 3.545090], [2.961995, 1.840017, 0.430008], [3.022772, -3.409765, -2.089665], [-3.878689, 5.049641, -3.093991], [5.304015, 0.561752, 4.678957], [4.917351, 1.726477, 5.318293], [-5.391992, -2.851068, -3.600350], [-2.077360, -1.999000, 3.807117], [1.468852, 1.101387, -1.481872], [-0.985273, -6.131727, -0.113798], [-4.155963, 2.314341, 1.555981], [-0.490477, -6.240006, -2.495489], [1.638914, 4.660913, 1.454559], [-3.668807, -0.031625, 4.683541], [2.102728, -3.145001, 0.711754], [-1.286643, -6.545305, -1.434356], [2.748571, 4.940839, 0.668290], [4.681471, -2.277451, -3.476011], [-0.959460, 5.968488, -2.249641], [-4.238305, -1.284670, 4.501628], [1.405330, -2.539651, 0.180677], [-1.614378, -6.226733, 0.697104], [3.213378, -2.182573, 2.356719], [-4.356008, 0.737077, 4.962132], [3.909783, -0.957758, -4.972601], [-1.146597, -1.813652, 1.504518], [-4.172112, 6.061417, -2.849992], [-1.291513, 6.817812, -1.730216], [4.177900, -2.938080, 1.152413], [1.356624, -5.467546, -3.155940], [-3.599839, -3.383219, 4.046285], [-4.344036, 1.255385, 1.775322], [1.354824, 5.345317, 2.210095], [-6.119894, -2.287356, -4.097672], [-4.013280, 2.984186, 2.405661], [1.535889, -1.355110, -4.277467], [-2.225078, -7.038851, -1.648280], [2.536385, 2.784339, 3.112532], [-2.010673, 2.165981, -3.199787], [-4.705889, 4.351349, -3.004979], [-0.726688, -6.520900, -3.475743], [-0.704217, 3.251825, -3.637201], [-5.278733, -1.423735, 4.614149], [-0.963841, -2.339510, -0.743833], [-0.769673, 2.535753, -1.996868], [-0.199143, 3.634244, 1.759104], [1.530833, -3.617626, 1.492781], [-2.298759, -1.276290, -1.001179], [6.066722, -0.013357, 5.149810], [-4.378905, -2.706784, -4.023371], [1.086335, 1.495633, -2.395695], [-3.750860, 4.496952, -0.051151], [0.543771, -5.199531, 1.074918], [2.357829, 0.460150, -1.719417], [4.525366, 3.006013, 1.410297], [-5.485762, -3.266362, -1.540939], [-3.566692, 5.085944, -4.155310], [-1.974088, 4.820849, 0.377512], [3.679195, 3.428831, 5.207637], [4.630233, -0.789958, 0.522428], [3.194598, 5.936228, 0.763778], [4.249426, 4.522450, -0.862316], [-2.416921, -0.932904, 0.993042], [3.253634, -0.975142, -0.463012], [-0.879940, 6.285602, -3.258814], [-5.033495, 2.656990, 1.019769], [-4.373327, 0.614788, -2.110093], [-4.889830, -0.418841, -3.469916], [-0.017943, 5.628838, -1.775998], [0.990919, -2.867701, -2.560476], [5.044524, -3.435915, -1.701256], [4.929614, -0.884534, 3.101612], [-5.593323, -3.966944, -3.735148], [5.263900, 2.071629, 6.229312], [5.716336, -2.011377, -3.752449]], "forces_ev_per_angstrom": [[0.6, 0.6, 0.7], [-0.5, -0.4, -0.5], [-0.7, -0.3, -0.2], [-0.3, -0.7, -0.4], [-0.5, -0.9, -0.1], [-1.0, 0.0, -0.5], [-0.6, 0.3, -1.7], [0.2, -0.3, -1.1], [0.3, -0.5, 1.8], [-1.1, 1.3, 1.2], [-0.6, 0.0, 0.4], [-0.4, 0.0, -0.3], [1.0, 1.8, 1.1], [0.3, 0.3, 0.1], [1.1, -1.7, 1.4], [-0.1, -0.9, 0.2], [-0.9, 0.0, -0.2], [0.5, 2.4, -2.7], [0.7, -2.3, -2.8], [-1.7, 2.1, 1.0], [-1.0, -1.3, -2.2], [1.4, 2.6, 0.8], [1.1, 0.8, -0.1], [-1.2, 0.6, 0.0], [0.0, 1.5, -1.3], [0.0, -0.8, -0.5], [0.0, 0.2, -0.3], [-0.3, 0.0, 2.1], [0.2, 0.9, 0.4], [0.8, -0.8, -0.1], [0.9, 1.0, 0.0], [0.7, 1.3, 1.7], [0.8, -0.8, -0.7], [-0.6, -0.3, -1.4], [0.5, -1.1, -1.2], [1.5, 1.3, 1.0], [2.0, 0.8, -0.6], [0.3, 3.2, -0.2], [-0.3, -1.5, 2.2], [0.0, 2.4, 1.6], [0.9, -0.8, 0.5], [-0.1, -0.6, -0.7], [-1.7, -0.3, 0.5], [1.0, -0.2, -0.6], [-0.1, 0.1, 1.0], [-1.1, -0.4, -1.9], [1.5, -2.1, 0.2], [0.5, -2.1, 1.0], [0.8, -1.4, 0.5], [1.8, 0.7, -2.7], [-0.1, 0.1, 0.0], [1.5, 0.4, 0.5], [1.5, -1.9, -2.1], [0.1, -0.4, -0.9], [-0.1, -0.7, -0.7], [-1.4, 0.2, 1.6], [-1.6, 1.8, 1.8], [0.3, -1.3, 1.2], [0.5, -1.2, 0.9], [2.2, -1.1, -0.4], [-0.6, 1.0, -0.3], [-1.4, -0.6, 1.4], [-0.3, -0.5, -1.1], [0.1, 0.7, 0.2], [0.0, -0.6, 0.4], [-0.3, 1.6, -1.5], [-0.3, 0.2, 0.3], [-0.5, 1.2, 1.0], [1.2, -1.1, -0.2], [0.6, 0.4, -0.5], [-0.8, -1.2, -0.1], [0.3, 0.4, 0.3], [-0.3, 0.7, 0.6], [-1.1, 0.7, -1.1], [0.0, -0.5, 0.2], [-0.5, 0.4, -0.9], [-0.1, -0.1, 0.2], [0.2, -0.4, 0.0], [-0.6, -0.6, -0.2], [-0.1, 0.0, 0.1], [-0.6, -0.5, -1.2], [-0.4, -0.2, 0.6], [-0.9, -0.2, 0.4], [-0.2, -0.1, 0.3], [-0.1, -0.1, -0.3], [1.0, -0.3, -0.8], [0.1, -0.3, 0.3], [0.1, 0.4, -0.4], [0.5, -0.6, 0.1], [-0.5, 0.2, 0.0], [-0.6, 0.0, -0.7], [-0.2, 0.5, 0.4], [-0.3, 0.1, -0.1], [-0.6, 0.7, -0.1], [-0.1, -0.8, -0.7], [0.1, 0.2, 0.1], [-0.2, -0.1, 0.4], [-0.3, 0.5, 0.6], [-0.4, 0.5, 0.3], [0.0, -0.2, 0.2], [-0.1, -0.3, 0.1], [-1.2, -0.7, 1.2], [-1.1, 0.2, 0.4], [-0.4, -0.3, -0.4], [0.5, 0.0, -1.1], [0.0, 0.1, -0.4], [-0.6, -1.9, -0.3], [0.2, 0.3, 0.8], [-0.2, 0.3, -0.6], [-0.4, -0.3, -0.2], [1.8, -1.0, 1.2], [-0.2, 1.2, 0.6], [0.0, 1.6, 0.3], [1.2, 0.2, 1.6], [-0.5, -0.4, 0.6]], "lowdin_charge": [1.12, 0.85, 0.77, 0.66, 0.61, 0.45, 0.55, 1.08, 1.02, -0.27, -0.01, -0.01, -0.07, 0.12, -0.07, -0.07, -0.19, -0.11, -0.25, -0.64, -0.60, -0.01, -0.22, -0.33, -0.12, -0.12, -0.37, -0.08, -0.30, -0.18, -0.09, -0.84, -0.53, -0.07, -0.10, -0.52, -0.78, -0.07, -0.07, -0.31, -0.08, -0.34, -0.37, -0.22, -0.09, -0.08, -0.07, -0.68, -0.09, -0.05, -0.39, -0.10, -0.11, -0.11, -0.36, -0.09, -0.09, -0.07, -0.20, -0.06, 0.06, 0.07, 0.11, 0.10, 0.11, 0.06, 0.01, 0.00, 0.07, 0.09, 0.08, -0.01, 0.09, 0.06, 0.02, 0.09, 0.10, 0.07, 0.00, 0.01, 0.09, 0.05, 0.09, 0.12, -0.01, 0.05, 0.05, 0.05, 0.09, 0.10, 0.11, 0.01, 0.08, 0.14, 0.14, 0.11, 0.02, 0.00, 0.10, 0.09, 0.10, 0.17, -0.04, 0.05, 0.01, 0.02, 0.12, 0.10, 0.04, 0.08, 0.06, 0.12, 0.12, 0.08, 0.11]}